Entry from OMol25: a structure of composition C50H56N5O4Sc (ωB97M-V/def2-TZVPD).

Geometry (Å):
1 Sc -0.58109 -0.12812 -0.40865
2 C -0.93598 -1.55500 4.13460
3 C -0.92447 -2.30360 2.80029
4 C -1.80898 -3.55391 2.88586
5 C 0.46477 -2.69934 2.32624
6 C 1.43611 -3.03015 3.26075
7 C 2.65285 -3.55231 2.85479
8 C 2.86637 -3.78064 1.51167
9 C 1.92128 -3.46699 0.53135
10 C 2.34053 -3.93024 -0.87025
11 C 1.62897 -3.43516 -2.12946
12 C 2.32258 -5.46595 -0.89664
13 C 0.72849 -2.85649 0.95056
14 N -0.23814 -2.34623 0.02897
15 C -0.93170 -3.29795 -0.61843
16 O -0.88020 -4.51797 -0.47720
17 C -1.89157 -2.72640 -1.63082
18 C -2.64419 -3.50488 -2.49338
19 C -3.56219 -2.86944 -3.31667
20 C -3.75180 -1.49531 -3.20879
21 C -2.97280 -0.80412 -2.30294
22 N -2.03471 -1.40904 -1.57966
23 C -3.22570 0.62624 -1.89622
24 O -4.13286 1.26217 -2.41319
25 N -2.42579 0.99804 -0.87131
26 C -2.88332 2.14324 -0.16660
27 C -2.18433 3.34679 -0.27618
28 C -2.59221 4.44660 0.46752
29 C -3.68914 4.35643 1.30770
30 C -4.37486 3.15896 1.41537
31 C -3.99029 2.03618 0.68971
32 C -4.77019 0.74380 0.84242
33 C -6.19495 0.89970 0.30799
34 C -4.77576 0.25614 2.29393
35 C -0.94334 3.33220 -1.13358
36 C 1.43885 2.70231 -1.01884
37 C -1.60735 5.36878 -2.47943
38 H -1.91370 -1.09998 4.30973
39 H -0.16745 -0.77585 4.18507
40 H -0.74788 -2.23411 4.96704
41 H -1.37889 -1.67311 2.03185
42 H -1.41100 -4.23588 3.64071
43 H -1.82703 -4.08292 1.93355
44 H -2.83137 -3.28742 3.16667
45 H 1.24064 -2.89283 4.31614
46 H 3.41838 -3.79493 3.58110
47 H 3.80711 -4.21795 1.19385
48 H 3.38371 -3.60516 -0.96176
49 H 0.69603 -3.97356 -2.29253
50 H 2.27412 -3.65160 -2.98521
51 H 1.41976 -2.37279 -2.13447
52 H 1.29933 -5.81804 -0.75768
53 H 2.94211 -5.89784 -0.11033
54 H 2.68971 -5.82883 -1.85971
55 H -2.50309 -4.57616 -2.48224
56 H -4.15858 -3.44569 -4.01218
57 H -4.49980 -0.95843 -3.77443
58 H -2.04389 5.37624 0.40639
59 H -4.00379 5.21717 1.88381
60 H -5.23104 3.09496 2.07715
61 H -4.27487 -0.02337 0.24630
62 H -6.75372 1.63171 0.89587
63 H -6.72923 -0.05101 0.36142
64 H -6.17635 1.23271 -0.72974
65 H -5.27117 0.97260 2.95219
66 H -3.76101 0.10553 2.67524
67 H -5.30489 -0.69503 2.37553
68 H -1.16879 2.70914 -2.00421
69 H 1.80592 3.72758 -1.05032
70 H 1.37700 2.31025 -2.03314
71 H 2.15110 2.11272 -0.45004
72 H -1.21031 6.20444 -3.05752
73 H -2.38720 5.74867 -1.82252
74 H -2.07307 4.66710 -3.17329
75 N -0.79832 0.84237 1.67716
76 C -0.14230 2.09609 2.00374
77 C 0.06098 2.40168 3.34158
78 C 0.57526 3.63468 3.69987
79 C 0.81156 4.57708 2.71761
80 C 0.59585 4.29704 1.36661
81 C 0.72131 5.44175 0.44731
82 C 0.22468 5.62694 -0.77685
83 C -0.47918 4.67879 -1.70309
84 N 0.11305 2.58425 -0.37918
85 C 0.19629 3.00075 0.99973
86 H -0.55103 0.15856 2.38644
87 H -1.80485 0.99851 1.76038
88 H -0.20107 1.67274 4.09887
89 H 0.75051 3.87201 4.74056
90 H 1.14935 5.56833 2.99413
91 H 1.22816 6.29226 0.89213
92 H 0.40002 6.60551 -1.21720
93 H 0.27665 4.42777 -2.45925
94 C 7.29336 -1.64285 -2.31608
95 C 5.89680 -1.20911 -1.97044
96 C 5.50940 -1.02276 -0.65446
97 C 4.21383 -0.65775 -0.30233
98 C 3.94545 -0.45948 1.16828
99 C 3.26234 -0.48574 -1.33188
100 C 3.64945 -0.62328 -2.68383
101 C 2.73760 -0.39048 -3.86204
102 C 4.95704 -0.98781 -2.96863
103 C 1.85079 -0.21194 -0.98081
104 O 1.48953 -0.06985 0.22684
105 O 0.93722 -0.12724 -1.87989
106 H 7.96869 -1.51242 -1.47163
107 H 7.68225 -1.07505 -3.16190
108 H 7.30674 -2.69819 -2.59663
109 H 6.23848 -1.16485 0.13533
110 H 4.85664 -0.67132 1.72750
111 H 3.14879 -1.10441 1.53276
112 H 3.63637 0.56607 1.37608
113 H 1.93089 -1.12199 -3.89508
114 H 3.31626 -0.46304 -4.78225
115 H 2.26400 0.58923 -3.82295
116 H 5.25142 -1.09959 -4.00633

Summary:
Relative energy (zero: lowest compared OMol25 entry of this formula, charge and spin) in eV: 0.0000
LUMO in Eh: 0.0007

Here are the Löwdin charges for atoms 1 to 4, given in e: number 1, Sc, carries 1.1406; number 2, C, carries -0.0811; number 3, C, carries -0.3845; number 4, C, carries -0.0349